(1)
Computed, not measured: a 2-piece molecular cluster, C3H9NO2 overall, with ωB97M-V/def2-TZVPD.

Its LUMO energy (spin up / spin down) is -0.2075 / -0.3334 Ha. The calculation puts the energy above the lowest of the compared OMol25 structures with the same formula, charge and spin at 2.868 eV. As for the HOMO-LUMO gap (spin up / spin down): 8.3 / 4.9 eV. The total energy is -8830.6435 eV. The highest occupied orbital energy (spin up / spin down) comes out at -13.97 / -13.93 eV.

Structure (ORCA input):
```
! wB97M-V def2-TZVPD RIJCOSX def2/J DEFGRID3
* xyz 1 2
C 1.4238 -1.2732 -1.1696
C 1.2847 0.0398 -0.9963
O 0.2745 0.7469 -1.6267
H 1.7176 -1.9044 -0.2836
H 1.1031 -1.8106 -2.0532
H 1.9116 0.6361 -0.3523
H -0.5488 0.2749 -1.4131
N -0.4631 -1.0082 1.4794
C -0.5328 0.4434 1.4051
O -1.5868 0.9652 0.5915
H -0.9813 -1.3607 2.3087
H -0.8304 -1.4387 0.6580
H -0.8241 0.9086 2.4095
H 0.3750 0.9710 1.0909
H -1.2379 1.8234 0.1254
*
```


(2)
Computed, not measured: C39H40N8O4Rb as an isolated structure, with ωB97M-V/def2-TZVPD.

Its LUMO energy is 0.0824 Ha. The calculation puts the energy above the lowest of the compared OMol25 structures with the same formula, charge and spin at 1.869 eV. As for the HOMO-LUMO gap: 6.5 eV. The total energy is -61854.0560 eV. The highest occupied orbital energy comes out at -4.28 eV.

Structure (ORCA input):
```
! wB97M-V def2-TZVPD RIJCOSX def2/J DEFGRID3
* xyz -1 1
Rb 1.1244 -0.3269 1.1885
C 2.2145 2.3992 -3.5426
C 3.5276 2.5778 -3.4410
C 4.2092 1.8429 -2.4727
C 3.5533 0.8684 -1.7754
N 2.2602 0.6576 -1.9507
C 1.5684 1.4511 -2.7548
C 4.2383 -0.2032 -0.8550
C 5.4914 0.0287 -0.2600
C 5.9423 -0.7402 0.7650
C 5.2524 -1.9034 1.0012
C 4.0020 -2.1198 0.3901
N 3.5374 -1.2489 -0.5115
C 3.1335 -3.3143 0.6894
C 3.6998 -4.5699 0.5903
C 2.9282 -5.6710 0.7780
C 1.6126 -5.4801 1.1246
C 1.0856 -4.1918 1.2378
N 1.8714 -3.1461 1.0713
H 1.6664 3.0690 -4.2232
H 4.0010 3.3194 -4.0563
H 5.2168 2.0232 -2.2567
H 0.5021 1.2972 -2.8693
H 6.1644 0.8350 -0.5697
H 6.7794 -0.3917 1.3251
H 5.6851 -2.5367 1.8450
H 4.7252 -4.5561 0.1992
H 3.3842 -6.6396 0.5995
H 0.9019 -6.3191 1.2771
H 0.0999 -4.0358 1.5608
C -4.6284 4.9983 -0.3937
C -4.8911 3.4439 -0.1833
C -5.6371 2.9914 -1.4268
C -5.6782 3.2064 1.1154
C -3.5800 2.6465 -0.1811
C -2.3873 3.2091 0.2898
C -1.2690 2.3081 0.3370
N -1.2579 1.1905 -0.3727
C -2.3961 0.6686 -0.8073
C -3.5639 1.4054 -0.7042
C -2.4596 -0.7382 -1.3238
C -3.0807 -1.6502 -0.4986
C -3.3302 -2.9330 -1.0714
C -2.8068 -3.1305 -2.3592
C -2.0276 -2.1860 -3.0012
N -1.9008 -0.9624 -2.5202
C -3.9377 -4.0551 -0.1643
C -2.7852 -4.9042 0.2419
C -5.0879 -4.7334 -0.9564
C -4.5510 -3.5925 1.1132
H -5.5522 5.5126 -0.6059
H -3.9680 5.0565 -1.2852
H -4.0493 5.4416 0.4609
H -6.5442 3.5669 -1.4175
H -5.8541 2.0046 -1.5037
H -4.9062 3.1367 -2.2785
H -6.7477 3.4320 1.0465
H -5.2684 3.7280 1.9379
H -5.7003 2.1668 1.4902
H -2.3260 4.1662 0.6646
H -0.3037 2.4292 0.8145
H -4.3680 0.7759 -1.0337
H -3.3757 -1.4742 0.5503
H -2.8831 -4.1041 -2.8465
H -1.5731 -2.4560 -3.9463
H -2.4867 -5.5142 -0.6210
H -2.9726 -5.5276 1.0677
H -1.9547 -4.2239 0.4688
H -4.7401 -5.2535 -1.7894
H -5.8042 -3.9435 -1.2295
H -5.4708 -5.5299 -0.3224
H -3.8579 -3.1107 1.6734
H -4.8579 -4.4831 1.6212
H -5.4925 -3.0074 0.9558
O 3.0206 0.3641 3.4538
N 3.6476 1.4374 3.2910
N 3.3709 2.1430 2.2341
O 2.4384 1.9230 1.3569
C 4.3660 3.1330 1.9538
C 5.1106 3.7059 2.9628
C 6.1389 4.5713 2.6015
C 6.3377 4.8936 1.2432
C 5.5479 4.3128 0.2683
C 4.4974 3.4644 0.6125
H 4.9773 3.4290 4.0156
H 6.6911 5.0211 3.4293
H 7.0879 5.6146 1.0160
H 5.7059 4.5351 -0.7350
H 3.9609 2.9058 -0.1307
O -1.4429 -0.4324 2.7494
N -2.0364 -1.5113 2.6356
O -1.4849 -2.4566 1.9329
*
```


(3)
Computed, not measured: an isolated ion of composition C6H6N and charge +1, with ωB97M-V/def2-TZVPD.

Its LUMO energy is -0.2268 Ha. The calculation puts the energy above the lowest of the compared OMol25 structures with the same formula, charge and spin at 2.100 eV. As for the HOMO-LUMO gap: 9.4 eV. The total energy is -7797.6432 eV. The highest occupied orbital energy comes out at -15.52 eV.

Structure (ORCA input):
```
! wB97M-V def2-TZVPD RIJCOSX def2/J DEFGRID3
* xyz 1 1
C -1.7650 0.0511 0.0411
C -2.8887 -0.5352 0.0287
C 1.9167 0.5801 0.0917
C -0.6644 0.8532 -0.0502
C 2.0250 -0.8930 -0.1547
C 0.4981 0.1826 0.0974
N 0.7728 -1.1552 0.1450
H -3.4686 -0.8298 0.9356
H -3.2158 -0.8196 -0.9085
H 2.3665 0.9291 0.9917
H 2.2036 1.2923 -0.5654
H -0.5474 1.9760 -0.1983
H 2.7672 -1.6315 -0.4540
*
```


(4)
Computed, not measured: C34H25AsN8SW as an isolated structure, with ωB97M-V/def2-TZVPD.

Its LUMO energy (spin up / spin down) is -0.2663 / -0.2683 Ha. The calculation puts the energy above the lowest of the compared OMol25 structures with the same formula, charge and spin at 0.000 eV. As for the HOMO-LUMO gap (spin up / spin down): 6.4 / 6.7 eV. The total energy is -121071.0611 eV. The highest occupied orbital energy (spin up / spin down) comes out at -13.64 / -14.03 eV.

Structure (ORCA input):
```
! wB97M-V def2-TZVPD RIJCOSX def2/J DEFGRID3
* xyz 2 3
W 1.1161 0.3381 0.3418
N -1.6099 2.2990 3.1326
C -1.1060 1.7178 2.0684
N 0.1859 1.4973 1.8995
C 1.0942 1.9403 2.8831
N 2.3713 1.8109 2.7191
N 2.6554 1.1792 1.5342
C 3.8755 1.0462 1.1509
C 4.0862 0.3698 -0.1230
C 5.3418 0.2217 -0.6789
C 5.4576 -0.4008 -1.9168
C 4.3147 -0.8432 -2.5582
C 3.0840 -0.6632 -1.9470
N 2.9646 -0.0830 -0.7502
C 0.5641 2.5156 4.1063
C 1.3850 2.8951 5.1722
C 0.8229 3.4475 6.3023
C -0.5585 3.6345 6.3880
C -1.3870 3.2649 5.3471
C -0.8135 2.7059 4.2138
H -2.6105 2.4370 3.1786
H -1.7956 1.4049 1.2915
H 4.6934 1.4453 1.7406
H 6.2131 0.5936 -0.1582
H 6.4307 -0.5267 -2.3716
H 4.3570 -1.3229 -3.5255
H 2.1681 -0.9881 -2.4257
H 2.4526 2.7497 5.0934
H 1.4535 3.7412 7.1295
H -0.9861 4.0721 7.2796
H -2.4586 3.4055 5.4108
S 1.2031 -1.5940 1.6078
C 0.0636 -2.8576 1.0632
C 0.0900 -4.0550 1.7701
C -0.7180 -5.1091 1.3692
C -1.5393 -4.9830 0.2579
C -1.5694 -3.7877 -0.4471
C -0.7834 -2.7176 -0.0367
As -0.7722 -1.0319 -0.9372
C -2.5127 -0.2222 -0.7246
C -2.6833 1.1136 -1.0882
C -3.9300 1.7125 -0.9730
C -5.0059 0.9850 -0.4815
C -4.8347 -0.3399 -0.1051
C -3.5921 -0.9473 -0.2277
C -0.5487 -1.3900 -2.8129
C 0.1473 -2.5274 -3.2179
C 0.3917 -2.7313 -4.5684
C -0.0420 -1.7996 -5.5038
C -0.7305 -0.6655 -5.0959
C -0.9928 -0.4613 -3.7487
H 0.7481 -4.1655 2.6219
H -0.6937 -6.0389 1.9211
H -2.1522 -5.8143 -0.0624
H -2.2002 -3.6971 -1.3239
H -1.8529 1.6925 -1.4759
H -4.0598 2.7413 -1.2825
H -5.9797 1.4487 -0.3986
H -5.6718 -0.9091 0.2761
H -3.4757 -1.9806 0.0719
H 0.4783 -3.2635 -2.4929
H 0.9133 -3.6225 -4.8916
H 0.1526 -1.9620 -6.5553
H -1.0637 0.0665 -5.8192
H -1.5428 0.4222 -3.4496
N 0.8667 1.8336 -1.0013
C 0.7232 2.3889 -2.0468
N 0.6452 2.9992 -3.1142
C -0.2366 2.7757 -4.0815
N -1.0010 2.5893 -4.9233
*
```


(5)
Computed, not measured: FH10O5Zr as an isolated structure, with ωB97M-V/def2-TZVPD.

Its LUMO energy is -0.6562 Ha. The calculation puts the energy above the lowest of the compared OMol25 structures with the same formula, charge and spin at 0.483 eV. As for the HOMO-LUMO gap: 3.0 eV. The total energy is -14361.5429 eV. The highest occupied orbital energy comes out at -20.81 eV.

Structure (ORCA input):
```
! wB97M-V def2-TZVPD RIJCOSX def2/J DEFGRID3
* xyz 3 1
Zr -3.7726 14.4395 -11.0568
F -3.7413 15.2959 -9.1184
O -5.7534 15.8662 -10.9059
H -5.7979 16.7605 -10.5063
H -6.5524 15.7965 -11.4754
O -2.9494 12.8431 -9.4726
H -2.7034 12.9958 -8.5166
H -2.9604 11.8646 -9.5887
O -3.5652 17.8854 -7.3056
H -3.7759 17.1241 -7.8653
H -2.7693 17.6469 -6.8018
O -3.2093 16.7072 -11.3379
H -2.2305 16.8146 -11.2994
H -3.5345 17.5404 -11.7528
O -2.3225 14.1807 -6.8995
H -1.8215 14.8678 -6.4348
H -2.8833 14.6301 -7.5421
*
```


(6)
Computed, not measured: a 4-piece molecular cluster, C30H36Br2N5O11PS overall, with ωB97M-V/def2-TZVPD.

Its SMILES is [H]/N=C\C[C@H]1[C@@H](CN)[C@]([PH2]=O)(/C(Br)=C(\C)Br)OS(=O)(=O)[C@@H]1CCO.O=[N+]([O-])c1ccccc1.O=[N+]([O-])c1ccccc1.O=[N+]([O-])c1ccccc1. Its LUMO energy is -0.0254 Ha. As for the HOMO-LUMO gap: 8.8 eV. The total energy is -221866.2485 eV. The highest occupied orbital energy comes out at -9.52 eV.

Structure (ORCA input):
```
! wB97M-V def2-TZVPD RIJCOSX def2/J DEFGRID3
* xyz 0 1
H -4.0092 1.5462 -1.7922
N -3.6557 1.5585 -0.8319
C -2.4443 1.1963 -0.7971
C -1.5804 0.7748 -1.9519
C -1.0847 -0.6835 -1.7944
C -1.7016 -1.5834 -2.8865
C -1.2549 -1.2035 -4.3145
N -2.4091 -1.0876 -5.2166
C -1.5278 -3.0648 -2.4073
P -1.4143 -4.4455 -3.7084
O -0.1805 -5.2444 -3.6852
C -2.6652 -3.4117 -1.4243
Br -2.1883 -3.6068 0.3881
C -3.9351 -3.5422 -1.8156
C -4.4454 -3.4492 -3.2242
Br -5.3303 -3.9050 -0.5999
O -0.3100 -3.2276 -1.6590
S 1.0152 -2.4154 -2.0269
O 1.2878 -2.5562 -3.4231
O 1.9525 -2.8355 -1.0440
C 0.4504 -0.7309 -1.7437
C 1.0104 -0.1554 -0.4410
C 2.3211 0.6190 -0.6050
O 2.1106 2.0206 -0.7184
H -1.9659 1.1700 0.1875
H -2.1532 0.8853 -2.8766
H -0.7281 1.4590 -2.0184
H -1.4544 -1.0655 -0.8372
H -2.7703 -1.3776 -2.8519
H -0.4707 -1.8670 -4.6771
H -0.8038 -0.2100 -4.2744
H -2.1406 -0.5741 -6.0485
H -2.7024 -1.9989 -5.5531
H -2.5920 -5.1655 -3.4557
H -1.7110 -3.7906 -4.9215
H -3.6942 -3.0823 -3.9196
H -5.2917 -2.7633 -3.2664
H -4.8004 -4.4234 -3.5641
H 0.8535 -0.1839 -2.6002
H 1.1226 -0.9505 0.2978
H 0.2728 0.5485 -0.0474
H 2.8336 0.3191 -1.5223
H 2.9878 0.3902 0.2243
H 1.8823 2.3352 0.1671
O 3.8981 4.6760 2.0773
N 3.7554 3.4776 2.1687
O 2.7042 2.8897 1.9736
C 4.9215 2.6593 2.5519
C 6.0922 3.2974 2.9192
C 7.1816 2.5128 3.2610
C 7.0856 1.1270 3.2180
C 5.9003 0.5144 2.8346
C 4.7965 1.2829 2.5003
H 6.1404 4.3761 2.9340
H 8.1088 2.9849 3.5563
H 7.9436 0.5221 3.4811
H 5.8314 -0.5645 2.7902
H 3.8627 0.8322 2.2066
O -5.2103 7.6474 -1.4801
N -5.0665 7.9100 -0.3025
O -5.3091 8.9899 0.1986
C -4.5737 6.8374 0.5844
C -4.2737 5.6051 0.0337
C -3.8090 4.6005 0.8686
C -3.6552 4.8481 2.2265
C -3.9644 6.0937 2.7572
C -4.4292 7.1065 1.9332
H -4.4060 5.4433 -1.0256
H -3.5743 3.6306 0.4505
H -3.2916 4.0630 2.8770
H -3.8433 6.2804 3.8158
H -4.6763 8.0845 2.3175
O 3.1102 -1.8375 1.3161
N 2.8076 -1.9794 2.4838
O 2.6433 -1.0552 3.2609
C 2.6238 -3.3526 2.9784
C 2.7750 -4.3962 2.0831
C 2.5980 -5.6883 2.5516
C 2.2775 -5.9096 3.8847
C 2.1267 -4.8416 4.7603
C 2.2985 -3.5429 4.3093
H 3.0101 -4.1920 1.0485
H 2.7061 -6.5218 1.8711
H 2.1405 -6.9213 4.2433
H 1.8725 -5.0184 5.7965
H 2.1856 -2.6930 4.9655
*
```


For each record above, in turn, the calculated strongest force on any atom values are 5.04 4.05 3.55 0.45 8.83 0.31 eV Å⁻¹.